(1)
90
Properties=species:S:1:pos:R:3:lowdin_charge:R:1 method="wB97M-V/def2-TZVPD" gap_ev="5.6 / 5.6" homo_energy_ev="-5.968 / -5.969"
P -1.1093 -2.2639 -2.7645 0.6712
P -0.4929 1.0085 -3.5858 0.7366
C -1.1180 -1.5748 -4.4789 -0.4205
C 0.0941 -0.7125 -4.3565 -0.4689
H -2.0637 -1.0545 -4.7171 0.0761
H -0.9376 -2.3575 -5.2319 0.0848
H 0.8478 -0.9732 -3.5915 0.0327
H 0.6937 -0.6686 -5.2688 0.0742
C -2.1666 1.7565 -4.0378 -0.3000
H -2.0036 2.7435 -4.4949 0.0358
H -2.6825 1.9000 -3.0884 0.0017
H -2.7712 1.1223 -4.6890 0.0299
C 0.0770 1.5887 -5.3925 -0.2907
H -0.6414 1.2050 -6.1297 0.0384
H 1.0501 1.1846 -5.7124 -0.0015
H 0.1662 2.6695 -5.5549 -0.0003
C -2.4115 -3.5799 -2.8030 -0.2510
H -2.2272 -4.3220 -1.9952 0.0458
H -2.3936 -4.1115 -3.7861 0.0536
H -3.4143 -3.1288 -2.6336 0.0474
C 0.4392 -3.2654 -2.8825 -0.2496
H 1.2510 -2.7244 -2.3849 0.0392
H 0.7166 -3.4429 -3.9334 0.0534
H 0.3232 -4.2337 -2.3778 0.0500
Sn -1.0452 -0.3022 -1.3925 0.8439
C 1.4370 4.3436 -4.5980 -0.1346
C 0.7872 3.9041 -3.5059 -0.1493
C 1.4090 3.2421 -2.3088 -0.2276
C 2.8450 2.6378 -2.4106 -0.1985
C 3.1635 1.5878 -3.4214 -0.1078
C 3.2742 1.6756 -4.7585 -0.1615
C 3.3082 2.8648 -5.6056 -0.1997
C 2.9039 4.2052 -4.9310 -0.1812
C -0.9671 -2.0305 0.0588 -0.3522
H 0.8329 4.7227 -5.4613 0.1142
H -0.2939 4.0535 -3.4509 0.0971
H 0.7604 2.4649 -1.8583 0.0285
H 1.5070 3.9896 -1.4938 0.1058
H 3.5771 3.4707 -2.3961 0.1061
H 2.9538 2.0867 -1.4534 0.1027
H 3.3965 0.5666 -3.0197 0.1090
H 3.3467 0.7038 -5.2723 0.1065
H 2.7000 2.5502 -6.4741 0.1100
H 4.2982 3.0877 -6.0220 0.1132
H 3.5180 4.4079 -4.0406 0.0992
H 3.0963 5.0492 -5.6264 0.1105
H -0.9202 -1.6473 1.0831 -0.0673
H -0.1191 -2.7132 -0.0862 -0.0177
H -1.8955 -2.6215 -0.0390 -0.0129
C -0.3320 3.5983 0.9156 -0.1019
C 0.0743 2.7591 2.1512 -0.5904
C 1.5937 2.4846 2.0823 -0.0985
C -0.2078 3.5115 3.4648 -0.0948
P -0.8524 1.0988 2.0982 0.9026
N -0.6870 0.6225 0.5343 -0.4398
C -0.0896 -0.1360 3.3145 -0.5944
C 0.2951 0.5241 4.6505 -0.1038
C -1.0259 -1.3057 3.7003 -0.0956
C 1.2081 -0.7216 2.7166 -0.0886
C -2.6795 1.3074 2.4973 -0.5943
C -3.4431 0.0299 2.0396 -0.0913
C -3.0007 1.6187 3.9807 -0.0801
C -3.2697 2.4295 1.6224 -0.1053
H 0.4276 4.3726 0.7108 0.0795
H -1.3004 4.0995 1.0328 0.0604
H -0.3913 2.9483 0.0329 0.0373
H 2.1457 3.4273 1.9211 0.0880
H 1.9771 2.0637 3.0204 0.0546
H 1.8439 1.8069 1.2563 0.0711
H -1.2623 3.7914 3.5733 0.0597
H 0.0807 2.9054 4.3320 0.0506
H 0.3973 4.4352 3.5219 0.0917
H -0.5742 0.9722 5.1490 0.0717
H 0.7037 -0.2529 5.3214 0.0935
H 1.0864 1.2644 4.5070 0.0523
H -1.4742 -1.8128 2.8462 0.0515
H -0.4239 -2.0660 4.2294 0.0897
H -1.8345 -1.0025 4.3808 0.0679
H 1.0456 -1.0843 1.6987 0.0552
H 2.0215 0.0163 2.7039 0.0625
H 1.5189 -1.5661 3.3567 0.0877
H -3.2962 -0.8256 2.7130 0.0620
H -4.5225 0.2645 2.0109 0.0848
H -3.1294 -0.2380 1.0199 0.0492
H -2.4458 2.4743 4.3810 0.0566
H -4.0716 1.8683 4.0606 0.0888
H -2.8395 0.7643 4.6444 0.0602
H -3.0120 3.4464 1.9463 0.0691
H -2.9814 2.2952 0.5713 0.0742
H -4.3653 2.3295 1.6770 0.0816

(2)
93
Properties=species:S:1:pos:R:3:lowdin_charge:R:1 method="wB97M-V/def2-TZVPD" gap_ev="4.9 / 4.9" homo_energy_ev="-6.210 / -6.231" s2=2.027 multiplicity=3
P 0.2180 -1.7166 -3.9732 0.9089
P 0.6076 2.0408 -3.9767 1.0345
C 0.1032 -0.4432 -5.2783 -0.3431
C 1.0505 0.7432 -5.1663 -0.3352
H -0.9585 -0.1384 -5.2579 0.0499
H 0.2763 -0.9621 -6.2295 0.0909
H 2.0867 0.4547 -4.9406 0.0885
H 1.0301 1.2506 -6.1359 0.0818
C 0.3378 3.3667 -5.2472 -0.2365
H -0.0429 4.3050 -4.8244 0.0602
H -0.3814 3.0381 -6.0085 0.0592
H 1.2998 3.5233 -5.7473 0.0514
C 1.9866 2.7100 -3.0239 -0.1895
H 2.4862 3.4924 -3.6105 0.0620
H 2.6988 1.9142 -2.7552 0.0219
H 1.6365 3.1320 -2.0695 0.0605
C -0.4278 -3.1005 -4.9589 -0.2276
H -0.3722 -4.0283 -4.3747 0.0574
H 0.1896 -3.1916 -5.8692 0.0473
H -1.4678 -2.9273 -5.2620 0.0388
C 1.9167 -2.0776 -3.5722 -0.2474
H 2.4550 -1.1898 -3.1969 0.0175
H 2.4006 -2.4524 -4.4895 0.0583
H 1.9407 -2.8495 -2.7872 0.0409
Pd 2.4281 0.2227 -0.6094 0.4941
C -1.5559 2.0165 -3.8512 -0.2437
C -2.5186 1.3463 -4.6045 -0.1369
C -3.8430 1.1979 -3.9316 -0.1815
C -3.9952 -0.2361 -3.2682 -0.1884
C -2.9065 -1.1284 -3.7359 -0.1793
C -1.7096 -1.2652 -3.0040 -0.2960
C -0.9798 -0.0643 -2.3331 -0.2376
C -1.5928 1.3371 -2.3755 -0.2148
C 2.2170 -1.6217 -0.1891 -0.2843
H -1.6794 3.0982 -3.7220 0.1142
H -2.3754 1.0874 -5.6699 0.1184
H -4.6960 1.3601 -4.5855 0.1039
H -3.8882 1.9905 -3.1503 0.1136
H -3.9313 -0.1691 -2.1683 0.1039
H -5.0291 -0.5433 -3.5424 0.1158
H -3.0721 -1.7051 -4.6892 0.0970
H -1.5941 -2.2457 -2.4907 0.0979
H 0.0285 0.1053 -2.8368 0.0109
H -0.6264 -0.3576 -1.3353 0.1056
H -2.6177 1.2709 -2.0440 0.0540
H -1.0736 1.9614 -1.6294 0.1007
H 2.9467 -1.8714 0.5986 -0.0133
H 2.3143 -2.2170 -1.1128 -0.0677
H 1.1984 -1.6103 0.2301 -0.0154
C 1.5388 4.1477 1.7264 -0.0437
C 1.9704 3.1711 2.8178 -0.6562
C 3.2166 2.4093 2.3879 -0.0386
C 2.2321 3.9597 4.1032 -0.0358
O 0.9005 2.2625 3.1047 -0.1379
Si 0.2502 1.1466 2.0340 0.0437
O 0.6819 1.2747 0.5161 -0.3675
O 0.5415 -0.3705 2.6814 -0.1327
C 0.5934 -0.7618 4.0862 -0.6261
C 0.9418 -2.2465 4.0525 -0.0418
C 1.6795 -0.0044 4.8394 -0.0437
C -0.7356 -0.5445 4.8083 -0.0356
O -1.3155 1.5042 2.5222 -0.1194
C -2.6532 1.2731 2.0683 -0.6460
C -2.7794 1.7441 0.6293 -0.0493
C -3.0104 -0.2098 2.1432 -0.0308
C -3.6060 2.0895 2.9392 -0.0330
H 2.3701 4.8222 1.4752 0.0837
H 0.6957 4.7502 2.0858 0.0886
H 1.2195 3.6068 0.8281 0.0549
H 4.0332 3.1262 2.2366 0.0843
H 3.5182 1.6828 3.1519 0.0793
H 3.0478 1.8679 1.4386 0.0450
H 1.3291 4.5139 4.3931 0.0878
H 2.5236 3.2931 4.9231 0.0802
H 3.0468 4.6759 3.9368 0.0829
H 0.9888 -2.6434 5.0774 0.0853
H 1.9137 -2.3719 3.5561 0.0841
H 0.1862 -2.7930 3.4723 0.0860
H 1.4548 1.0670 4.9024 0.0717
H 1.7476 -0.3997 5.8661 0.0892
H 2.6512 -0.1458 4.3474 0.0851
H -1.0217 0.5142 4.8092 0.0873
H -1.5222 -1.1491 4.3425 0.0693
H -0.6491 -0.8669 5.8597 0.0895
H -2.0519 1.2046 0.0115 0.0469
H -3.7989 1.5516 0.2548 0.0906
H -2.5596 2.8178 0.5463 0.1007
H -3.1253 -0.5377 3.1821 0.0691
H -3.9750 -0.3705 1.6430 0.0834
H -2.2465 -0.8288 1.6526 0.0926
H -3.5745 1.7520 3.9805 0.0838
H -3.3629 3.1566 2.8922 0.0873
H -4.6369 1.9557 2.5894 0.0838

(3)
108
Properties=species:S:1:pos:R:3:lowdin_charge:R:1 method="wB97M-V/def2-TZVPD" gap_ev=8.1 charge=+1 homo_energy_ev=-11.164
C 1.7241 1.7670 5.1859 -0.0795
C 0.7393 0.6561 4.6995 -0.2376
C -0.0789 1.2323 3.5012 -0.2273
C -1.0304 0.1462 2.9593 -0.2320
N -1.2992 -0.0732 1.5308 0.0251
C -0.5257 0.4067 0.4281 -0.3188
C -0.1686 1.9236 0.3378 -0.0774
C -1.0035 3.0478 0.9606 -0.7865
O -0.5969 4.1138 0.7874 0.0281
I -2.8178 3.0082 2.1075 1.0302
C -1.4171 0.1263 -0.8377 -0.1796
C -2.6171 1.0841 -1.0169 -0.1995
N -2.3107 2.3371 -1.6998 -0.0905
C -3.4885 3.2488 -1.6332 -0.1032
N -0.7259 -0.0494 -2.1369 0.1753
B -1.3562 -1.2940 -2.7440 -0.6698
O -0.7912 -2.5491 -2.6826 0.1608
N -2.6269 -1.1362 -3.5021 -0.0908
C -2.5118 -1.8228 -4.8300 -0.0863
C -3.6441 -1.9324 -2.7611 -0.0865
C 0.6344 0.0261 -2.1924 -0.3601
N 1.2075 0.0856 -3.3789 -0.3032
Br 0.3820 0.2279 -5.0092 0.9607
N 1.4379 0.0688 -1.1199 0.0807
C 2.5755 0.9845 -1.1274 -0.3110
C 3.9092 0.3182 -1.6547 -0.0619
C 2.4481 2.3274 -1.9526 -0.1778
C 3.7506 3.1481 -1.6425 -0.0838
C 0.8287 -0.3853 0.1401 -0.2833
C 0.5744 -1.9379 0.0438 -0.1692
O 1.4403 -2.5102 -0.9175 -0.1747
C 1.3675 -3.9222 -0.9016 -0.2547
C 2.7110 -4.5387 -1.3684 -0.0424
C 1.7578 -0.3338 1.3842 -0.3625
S 3.3167 -1.2885 1.1789 0.9377
C 4.1882 -1.0993 2.7716 -0.4822
C 4.6653 0.3710 3.0058 -0.1360
H 1.5144 2.0745 6.2164 0.0744
H 1.6476 2.6544 4.5425 0.0708
H 2.7635 1.4182 5.1527 0.0467
H 0.0714 0.3482 5.5212 0.0720
H 1.3457 -0.2095 4.3902 0.0898
H -0.6158 2.0830 3.9385 0.0763
H 0.6660 1.6533 2.8188 0.0783
H -1.9973 0.3034 3.4665 0.0891
H -0.6898 -0.8096 3.3980 0.0972
H -1.5341 -1.0528 1.4313 0.1218
H -0.1021 2.1707 -0.7241 0.1016
H 0.8546 2.0564 0.7145 0.1109
H -1.9281 -0.8339 -0.6008 0.1324
H -3.3463 0.5431 -1.6568 0.1122
H -3.1267 1.1774 -0.0539 0.0634
H -2.0797 2.1354 -2.6652 0.1014
H -3.1583 4.2193 -1.2377 0.0695
H -4.2888 2.8305 -1.0183 0.0563
H -3.8546 3.4217 -2.6545 0.0882
H -1.2268 -3.1415 -2.0543 0.1171
H -1.5010 -1.7755 -5.2408 0.0198
H -3.2676 -1.3749 -5.4850 0.1001
H -2.7548 -2.8958 -4.7419 0.0915
H -3.3633 -2.9951 -2.6330 0.0903
H -3.7998 -1.5228 -1.7504 0.0802
H -4.6021 -1.8849 -3.2916 0.1053
H 2.2178 0.0999 -3.4445 0.0798
H 2.8870 1.4044 -0.1676 0.1146
H 3.8142 -0.7703 -1.5464 0.0552
H 4.7595 0.6117 -1.0364 0.0837
H 4.0811 0.5618 -2.7155 0.0801
H 2.4823 2.1677 -3.0341 0.0962
H 1.6337 2.9690 -1.6014 0.1053
H 4.5849 2.8769 -2.2926 0.0773
H 3.9950 3.1663 -0.5743 0.0845
H 3.4979 4.1867 -1.9067 0.0832
H -0.4821 -2.2126 -0.1306 0.1201
H 0.8339 -2.4371 0.9923 0.1154
H 1.1530 -4.3403 0.0951 0.1244
H 0.5959 -4.2866 -1.5981 0.1068
H 3.5548 -3.8677 -1.1734 0.0737
H 2.6366 -4.8058 -2.4289 0.0660
H 2.9121 -5.4615 -0.8109 0.0795
H 1.2711 -0.8136 2.2368 0.0756
H 2.0518 0.6870 1.6567 0.0628
H 3.4979 -1.3908 3.5746 0.0635
H 5.0455 -1.7768 2.7607 0.0718
H 4.1190 1.0621 2.3559 0.0483
H 5.7343 0.4284 2.7727 0.0728
H 4.5223 0.6321 4.0604 0.0575
C -5.3000 6.3024 1.0858 0.0403
N -6.0065 5.4652 0.0762 -0.4421
O -6.5486 6.0351 -0.8480 0.0782
O -5.9878 4.2594 0.2522 0.0181
H -5.3993 7.3444 0.8023 0.0962
H -5.7666 6.1158 2.0492 0.1021
H -4.2562 5.9979 1.0904 0.0726
C -1.6248 -2.8194 7.4408 0.0558
N -0.8708 -1.6724 6.8617 -0.4207
O -1.2380 -1.2393 5.7798 0.0354
O 0.0611 -1.2451 7.5093 0.0871
H -2.4222 -3.0907 6.7578 0.0948
H -0.9244 -3.6405 7.5667 0.1034
H -2.0257 -2.4966 8.3976 0.1050
C 0.9912 -3.9746 -5.6514 0.0385
N 0.2407 -4.8058 -6.6324 -0.4487
O -0.2911 -4.2297 -7.5630 0.0681
O 0.2148 -6.0020 -6.4270 0.0738
H 0.9290 -2.9353 -5.9590 0.0687
H 0.5286 -4.1189 -4.6777 0.0859
H 2.0227 -4.3168 -5.6504 0.1023

(4)
105
Properties=species:S:1:pos:R:3:lowdin_charge:R:1 method="wB97M-V/def2-TZVPD" gap_ev=6.7 charge=-1 homo_energy_ev=-4.735
C -1.8494 -4.2125 0.7311 -0.0456
C -1.1003 -5.4022 0.1200 -0.4178
O -0.9594 -5.1084 -1.2300 -0.0562
C 0.2606 -5.6269 0.8536 -0.1678
O 1.3477 -5.8259 0.0032 -0.0647
C 2.0945 -4.6934 -0.4015 -0.2917
N 1.3601 -3.4479 -0.4169 -0.0159
C 2.1992 -2.3203 -0.7474 -0.2124
C 1.4282 -1.2235 -1.4591 -0.8060
O 1.7132 -0.0836 -1.3162 -0.0127
I -0.2329 -1.8615 -2.6887 0.8357
C 2.6447 -5.0304 -1.8117 -0.6955
O 3.4765 -5.9698 -1.8807 -0.0574
O 2.2178 -4.3687 -2.7740 -0.0673
H -2.9074 -4.3441 0.5340 0.0703
H -1.5326 -3.3453 0.1680 0.0527
H -1.6476 -4.0973 1.7859 0.0684
H -1.7298 -6.2800 0.2940 0.1231
H -0.3183 -5.6955 -1.6415 0.1003
H 0.4206 -4.8188 1.5664 0.1059
H 0.1517 -6.5264 1.4519 0.1189
H 2.9586 -4.5961 0.2740 0.1500
H 0.9662 -3.2279 0.4873 0.0934
H 2.5437 -1.8368 0.1651 0.1170
H 3.0873 -2.5820 -1.3047 0.1050
C 4.3042 1.3519 4.7364 -0.1135
O 5.5884 1.2346 4.1544 -0.1902
C 5.9086 -0.0982 3.7789 -0.2044
C 5.7592 -0.3105 2.2897 -0.2075
O 4.4027 -0.2330 1.8918 -0.1927
C 4.0645 0.9926 1.2627 -0.0975
H 4.0818 2.4130 4.8375 0.0879
H 3.5367 0.8887 4.1110 0.0744
H 4.2897 0.8931 5.7318 0.0870
H 5.2888 -0.8142 4.3262 0.1253
H 6.9533 -0.2703 4.0586 0.1231
H 6.1130 -1.3164 2.0402 0.1242
H 6.3688 0.4102 1.7371 0.1273
H 4.5160 1.0484 0.2676 0.0966
H 4.3766 1.8544 1.8600 0.0857
H 2.9849 1.0233 1.1620 0.0646
C 0.4313 -0.3090 1.4904 -0.0887
O -0.0479 -1.2635 2.4271 -0.1837
C 0.1494 -0.8760 3.7735 -0.2020
C -1.1368 -0.3770 4.3918 -0.2079
O -1.5539 0.8461 3.8060 -0.1913
C -2.6047 0.6798 2.8678 -0.1031
H 0.1199 -0.5874 0.4922 0.0648
H 0.0437 0.6916 1.7030 0.0993
H 1.5217 -0.2925 1.4879 0.0614
H 0.9319 -0.1146 3.8507 0.1200
H 0.4844 -1.7629 4.3231 0.1260
H -0.9693 -0.1863 5.4579 0.1220
H -1.9186 -1.1369 4.3010 0.1247
H -3.5378 0.4238 3.3831 0.0893
H -2.3688 -0.0931 2.1328 0.0876
H -2.7434 1.6262 2.3470 0.0788
C -4.8055 4.4545 0.4667 -0.1008
O -4.8482 3.5585 1.5639 -0.1945
C -4.7020 4.1964 2.8217 -0.2074
C -6.0272 4.3216 3.5376 -0.2040
O -6.8958 5.2317 2.8766 -0.1912
C -7.8996 4.5869 2.1155 -0.1149
H -5.0865 3.9015 -0.4284 0.0833
H -5.5018 5.2868 0.6007 0.0832
H -3.7903 4.8426 0.3329 0.0912
H -4.2329 5.1782 2.7110 0.1276
H -4.0351 3.5694 3.4232 0.1188
H -5.8499 4.7181 4.5425 0.1243
H -6.4981 3.3396 3.6379 0.1258
H -8.6370 4.1136 2.7735 0.0868
H -7.4754 3.8359 1.4444 0.0838
H -8.4019 5.3473 1.5191 0.0862
C -5.8327 5.1214 -6.2147 -0.1157
O -6.3693 3.8121 -6.2318 -0.1921
C -5.5857 2.8793 -5.4986 -0.2012
C -6.2033 2.5692 -4.1550 -0.2009
O -6.1656 3.6972 -3.2900 -0.1975
C -7.4181 4.3480 -3.1844 -0.1155
H -6.5736 5.7882 -6.6536 0.0863
H -5.6167 5.4544 -5.1963 0.0831
H -4.9179 5.1697 -6.8150 0.0883
H -4.5637 3.2460 -5.3712 0.1277
H -5.5437 1.9581 -6.0874 0.1266
H -5.6220 1.7756 -3.6763 0.1292
H -7.2290 2.2109 -4.2790 0.1254
H -8.1208 3.7272 -2.6173 0.0877
H -7.8399 4.5720 -4.1675 0.0830
H -7.2668 5.2828 -2.6460 0.0862
C 7.6699 -1.5908 -4.6059 -0.1151
O 8.3585 -2.3247 -3.6117 -0.1900
C 8.3288 -1.6998 -2.3385 -0.2126
C 7.3151 -2.3461 -1.4196 -0.2195
O 5.9951 -2.1129 -1.8611 -0.1960
C 5.4025 -3.2467 -2.5075 -0.0820
H 7.6043 -2.2178 -5.4934 0.0875
H 6.6592 -1.3303 -4.2838 0.0855
H 8.2212 -0.6769 -4.8597 0.0836
H 8.1194 -0.6300 -2.4361 0.1221
H 9.3282 -1.8120 -1.9021 0.1200
H 7.4107 -1.8944 -0.4239 0.1126
H 7.5122 -3.4183 -1.3262 0.1292
H 5.1874 -4.0322 -1.7794 0.0844
H 6.0484 -3.6437 -3.2933 0.0913
H 4.4639 -2.9284 -2.9556 0.0830